(1)
18
Properties=species:S:1:pos:R:3:nbo_charge:R:1 method="wB97M-V/def2-TZVPD" e_homo_ev=-9.2 smiles=N[C@H](CO)CCS e_above_lowest_kcal_mol=28.0 energy_ha=-687.1647 gap_ev=9.9711
C 1.290 -1.137 -0.278 -0.0664
O 2.704 -0.953 -0.373 -0.7349
C 0.497 0.046 -0.767 -0.0845
C -1.013 -0.301 -0.715 -0.4183
C -1.837 0.566 0.230 -0.5084
S -1.204 0.600 1.936 -0.0665
N 0.888 0.454 -2.113 -0.8498
H 1.081 -1.292 0.786 0.1915
H 1.050 -2.029 -0.851 0.1705
H 2.955 -0.079 -0.695 0.4662
H 0.629 0.856 -0.032 0.1722
H -1.166 -1.349 -0.457 0.2014
H -1.425 -0.231 -1.717 0.2298
H -1.818 1.594 -0.148 0.2081
H -2.867 0.217 0.255 0.2282
H -2.278 0.072 2.530 0.1295
H 1.740 0.008 -2.425 0.3670
H 0.981 1.459 -2.145 0.3645

(2)
18
Properties=species:S:1:pos:R:3:nbo_charge:R:1 method="wB97M-V/def2-TZVPD" e_homo_ev=-8.9 smiles=CN[C@H](CO)CS e_above_lowest_kcal_mol=45.2 energy_ha=-687.1373 gap_ev=9.8212
C 1.102 1.223 -1.448 -0.4436
N 0.304 1.397 -0.226 -0.6217
C -0.356 0.179 0.301 -0.0635
C -0.837 -0.764 -0.820 -0.5709
S -1.967 -2.004 -0.267 -0.0345
C 0.625 -0.467 1.312 -0.0928
O -0.159 -1.069 2.361 -0.7289
H 1.746 2.116 -1.530 0.2111
H 1.839 0.416 -1.320 0.1888
H 0.621 0.945 -2.392 0.1800
H -0.475 2.022 -0.553 0.3491
H -1.276 0.548 0.803 0.1963
H 0.102 -1.159 -1.217 0.2103
H -1.309 -0.041 -1.490 0.2202
H -1.781 -1.946 1.040 0.1517
H 0.983 -1.373 0.840 0.1877
H 1.296 0.328 1.666 0.1963
H -0.458 -0.350 2.941 0.4642

(3)
17
Properties=species:S:1:pos:R:3:nbo_charge:R:1 method="wB97M-V/def2-TZVPD" e_homo_ev=-14.0 charge=+1 e_above_lowest_kcal_mol=54.9 energy_ha=-554.7663 gap_ev=9.0774
C 1.549 -1.050 0.443 -0.4189
C 2.207 -0.598 -0.586 -0.3807
C -1.090 0.428 0.205 0.2469
C -0.853 1.418 -0.819 -0.7674
N -0.775 0.765 1.442 -0.6568
P -2.138 -1.060 -0.185 0.4355
H 1.906 -0.771 1.373 0.1877
H 0.796 -1.846 0.426 0.1859
H 2.997 0.129 -0.393 0.2254
H 1.883 -1.084 -1.461 0.2087
H -1.169 1.178 -1.928 0.2818
H 0.254 1.846 -0.891 0.2957
H -1.400 2.263 -0.609 0.2766
H -0.999 0.164 2.234 0.4427
H -0.193 1.577 1.458 0.4269
H -1.532 -1.955 0.571 -0.0053
H -1.444 -1.404 -1.279 0.0154

(4)
17
Properties=species:S:1:pos:R:3:nbo_charge:R:1 method="wB97M-V/def2-TZVPD" e_homo_ev=-8.4 smiles=CNCCCS e_above_lowest_kcal_mol=57.5 energy_ha=-611.8505 gap_ev=9.3760
C -0.055 -0.596 -0.448 -0.4509
C -0.250 0.619 -1.185 -0.5230
S 1.160 0.736 -2.295 -0.0281
C -0.909 -0.785 0.783 -0.1626
N -0.115 -0.148 1.987 -0.7398
C -0.775 -0.590 3.278 -0.4243
H -0.256 -1.486 -1.124 0.2147
H 0.912 -0.621 -0.023 0.2250
H -0.253 1.594 -0.713 0.2235
H -1.335 0.657 -1.627 0.2159
H 0.414 0.967 -3.343 0.1198
H -1.938 -0.491 0.640 0.1780
H -0.962 -1.794 1.194 0.1979
H 0.467 0.589 2.357 0.4089
H -0.483 0.120 4.108 0.1936
H -0.512 -1.654 3.483 0.1774
H -1.883 -0.519 3.296 0.1739

(5)
17
Properties=species:S:1:pos:R:3:nbo_charge:R:1 method="wB97M-V/def2-TZVPD" e_homo_ev=-8.3 smiles="C=NC.CSC" e_above_lowest_kcal_mol=71.3 energy_ha=-611.8285 gap_ev=9.0612
C 1.927 -0.002 0.406 -0.7301
S 1.915 0.112 2.265 0.1313
C 0.032 0.272 2.618 -0.7265
H 2.985 -0.403 0.119 0.2253
H 1.566 0.761 -0.334 0.2304
H 1.309 -0.805 0.262 0.1946
H -0.524 0.842 1.844 0.2332
H -0.264 -0.782 2.594 0.2076
H -0.269 0.665 3.682 0.2312
C -0.204 -0.394 -2.056 -0.4660
C -2.261 0.471 -1.171 -0.0503
N -0.993 0.410 -0.994 -0.4146
H 0.182 -1.303 -1.553 0.1984
H 0.784 0.079 -2.326 0.2173
H -0.660 -0.800 -2.907 0.1949
H -2.811 1.330 -0.889 0.1806
H -2.714 -0.453 -1.560 0.1426

(6)
17
Properties=species:S:1:pos:R:3:nbo_charge:R:1 method="wB97M-V/def2-TZVPD" e_homo_ev=-7.9 smiles="C=CN.CSC" e_above_lowest_kcal_mol=35.3 energy_ha=-611.8858 gap_ev=8.9620
C -2.169 -1.436 -0.461 -0.7461
S -1.130 -0.175 0.299 0.1619
C -2.419 1.016 0.791 -0.7375
H -1.936 -2.441 -0.114 0.2269
H -3.224 -1.295 -0.234 0.2198
H -2.071 -1.352 -1.545 0.2174
H -2.063 2.023 0.572 0.2216
H -2.535 0.921 1.862 0.2194
H -3.328 0.945 0.212 0.2207
C 2.725 -0.400 0.853 -0.4921
C 2.813 -0.100 -0.441 -0.0017
N 2.373 1.159 -0.914 -0.8382
H 1.895 0.006 1.416 0.1938
H 3.411 -1.110 1.284 0.2030
H 3.589 -0.514 -1.073 0.1775
H 1.409 1.350 -0.662 0.3798
H 2.659 1.405 -1.845 0.3736

(7)
17
Properties=species:S:1:pos:R:3:nbo_charge:R:1 method="wB97M-V/def2-TZVPD" e_homo_ev=-8.2 smiles="C=CN.CSC" e_above_lowest_kcal_mol=32.0 energy_ha=-611.8912 gap_ev=9.1962
C 1.397 -0.715 2.632 -0.5332
C 1.024 0.498 2.204 0.0016
N 1.429 1.086 0.989 -0.8194
H 2.280 -1.258 2.324 0.2003
H 0.725 -1.218 3.363 0.2091
H 0.283 1.073 2.808 0.1953
H 2.316 0.785 0.641 0.3780
H 1.364 2.127 1.008 0.3741
C -1.516 -0.212 -3.123 -0.7393
S -0.404 -1.122 -1.964 0.1608
C -0.891 -0.306 -0.440 -0.7486
H -1.194 0.870 -3.269 0.2146
H -2.517 -0.350 -2.671 0.2155
H -1.377 -0.751 -4.087 0.2278
H -0.140 -0.632 0.338 0.2501
H -0.917 0.792 -0.540 0.2126
H -1.865 -0.666 -0.215 0.2005